The following is a DFT calculation (the ωB97M-V functional and the def2-TZVPD basis) of 2 unconnected molecules or ions with the total composition CH2FNO3S.

Element x y z (Å)
1 S 1.02720 -0.52310 -0.32202
2 F 1.25364 0.11250 1.13804
3 O -0.43841 1.90747 -0.40037
4 O 1.25582 -1.91553 -0.12514
5 O 1.76438 0.20552 -1.27071
6 N -0.64332 -0.30572 -0.31606
7 C -1.01822 0.95158 0.00897
8 H -1.19255 -1.39323 0.75228
9 H -2.00854 0.96051 0.53501

Atomic forces in eV per Å
0.2 -1.7 1.8
0.4 0.0 -1.0
0.3 0.7 0.3
-0.3 0.5 -0.3
-0.4 0.5 -0.1
-0.2 -5.1 2.6
-2.4 1.3 0.1
1.8 3.5 -3.4
0.6 0.3 -0.1

Values from the calculation:
* calculated total energy: -22251.092 eV
* energy relative to the best compared isomer or geometry (same formula, charge and spin): 313.52 kJ/mol
* max |F|: 5.71 eV/Å
* gap between HOMO and LUMO: 9.218 eV
* charge: 0

Here are the Mulliken charges for atoms 1 to 5, given in e: 1.14, -0.24, -0.42, -0.54, -0.45

=====

The following is a DFT calculation (the ωB97M-V functional and the def2-TZVPD basis) of a single C2H3N3S2 molecule.

Element x y z (Å)
1 S -0.19706 2.11613 0.83820
2 S 0.32292 0.39501 -2.27658
3 N -0.15034 0.39479 0.53214
4 N 0.09424 -1.55894 -0.38865
5 N -0.09531 -1.74558 0.96321
6 C 0.10074 -0.27177 -0.63796
7 C -0.19655 -0.55974 1.50636
8 H -0.47580 -0.39465 2.56628
9 H 0.15387 2.52528 -0.36966
10 H 0.44328 -0.90052 -2.73333

Atomic forces in eV per Å
-0.3 -0.5 0.6
-0.1 -1.0 0.6
0.6 1.5 -0.4
0.3 0.0 0.0
0.1 0.6 -0.2
-0.5 -0.6 0.2
-0.8 -0.8 0.4
0.5 0.1 -1.0
0.2 -0.1 -0.5
0.0 0.9 0.2

Values from the calculation:
* calculated total energy: -28261.758 eV
* energy relative to the best compared isomer or geometry (same formula, charge and spin): 97.58 kJ/mol
* max |F|: 1.61 eV/Å
* structure (SMILES): Sc1nncn1S
* gap between HOMO and LUMO: 9.418 eV
* charge: 0

Here are the Mulliken charges for atoms 1 to 5, given in e: -0.03, -0.30, -0.06, -0.36, -0.46

=====

The following is a DFT calculation (the ωB97M-V functional and the def2-TZVPD basis) of a molecular structure, C23H15N7O2PbSe.

Element x y z (Å)
1 Pb 0.86197 0.19627 0.16313
2 Se 2.32550 0.75572 4.20866
3 O -3.37367 2.03761 -1.11260
4 O 0.80251 -3.46282 -2.72416
5 N 1.61729 0.13936 2.69642
6 N 0.84184 0.50794 5.20938
7 N -0.46700 -0.65181 2.08319
8 N 0.21937 -1.44376 -1.61857
9 N -0.21957 2.77705 0.22404
10 N 2.38825 -1.83490 -0.02354
11 N -1.37619 0.81011 -1.06028
12 C -0.69905 -1.03727 -2.52810
13 C -1.01514 -1.68709 -3.77024
14 C 4.40371 -3.05945 0.56260
15 C 3.45311 -2.10340 0.82196
16 C -1.80605 -1.12968 -4.76221
17 C -2.17692 4.16077 0.15711
18 C -1.51875 2.92731 -0.07940
19 C 0.42465 -0.36889 3.04947
20 C 0.40903 3.85132 0.70117
21 C -2.04216 -1.13679 3.87748
22 C 3.11925 -3.79291 -1.34262
23 C -2.25247 0.19763 -4.54516
24 C -1.26715 -0.63434 4.88298
25 C -1.70603 -0.97008 2.53155
26 C -1.43183 0.19924 -2.26687
27 C 0.99440 -2.55594 -1.86820
28 C -2.16916 1.85412 -0.82091
29 C 2.22078 -2.70439 -1.00084
30 C -1.48967 5.25336 0.58117
31 C -2.12117 0.84595 -3.34412
32 C 4.19388 -3.90714 -0.53178
33 C -0.05207 -0.12125 4.46456
34 C -0.08271 5.16723 0.71972
35 H -1.65372 -0.62567 5.91705
36 H -2.40309 -1.21485 1.75840
37 H -2.62597 0.76657 -5.42415
38 H -2.49927 1.79336 -3.15870
39 H 0.55948 6.01788 0.91334
40 H 5.04858 -4.53458 -0.85457
41 H 5.19039 -3.30670 1.23014
42 H -2.02491 6.21183 0.87489
43 H 1.51963 3.69996 0.95039
44 H -0.42189 -2.64128 -3.74817
45 H -3.30029 4.18624 -0.03506
46 H -2.85228 -1.82433 4.13978
47 H -1.91850 -1.60955 -5.72614
48 H 3.48099 -1.51249 1.71736
49 H 2.89205 -4.48547 -2.08958

Atomic forces in eV per Å
-1.2 0.4 -2.9
-1.0 0.2 0.4
1.2 -0.3 0.0
0.7 1.1 1.4
-0.6 -1.2 2.0
0.8 -0.3 -0.3
-2.5 -1.0 0.8
2.6 -1.7 1.2
-0.7 0.8 0.9
1.9 -1.7 1.4
1.4 0.1 1.0
-3.4 2.2 -2.0
1.6 -1.0 1.6
-1.4 -0.2 -0.2
-0.6 0.3 -0.8
0.6 1.1 0.8
-2.2 -1.5 -0.5
1.1 2.1 0.8
-0.4 2.3 1.1
2.6 0.9 -0.5
-0.4 -0.9 1.3
-1.3 2.4 2.1
-0.1 -0.1 -1.7
-1.8 -0.4 0.2
2.6 -0.3 -1.8
-0.3 -1.4 -1.9
-1.4 0.2 -0.7
-2.2 -0.7 0.2
-0.3 -1.0 -1.3
0.8 2.1 0.7
1.5 -2.8 0.5
2.3 -0.1 -0.7
3.3 0.5 -1.2
-1.1 -1.5 0.5
0.7 -0.1 -0.6
-0.4 0.0 -0.4
-0.1 -0.5 0.8
-0.7 1.5 0.0
-0.1 -0.2 0.2
-0.8 -0.1 0.5
0.6 0.3 0.5
0.7 -1.3 -0.8
-1.6 0.1 -0.3
-1.4 0.9 -1.2
1.8 -0.1 0.3
-0.3 0.9 -0.3
-0.1 0.0 0.1
0.1 0.4 0.2
-0.4 -0.5 -1.3

Values from the calculation:
* calculated total energy: -109211.275 eV
* max |F|: 4.56 eV/Å
* gap between HOMO and LUMO: 3.057 eV
* charge: 0

Here are the Mulliken charges for atoms 1 to 5, given in e: 1.13, 0.28, -0.74, -0.83, -0.51

=====

The following is a DFT calculation (the ωB97M-V functional and the def2-TZVPD basis) of 2 unconnected molecules or ions with the total composition C2H5ClOS.

Element x y z (Å)
1 Cl 0.37576 -2.25342 1.66200
2 S 0.39863 -0.89475 -0.97462
3 O -1.18812 0.02241 1.32121
4 C 0.48360 -0.77490 0.71671
5 C 0.05443 0.85403 -1.46365
6 H 0.97573 -0.02334 1.26672
7 H -1.40725 -0.42231 2.17683
8 H 0.38191 0.86997 -2.46587
9 H -0.93307 1.30912 -1.26662
10 H 0.85838 1.31320 -0.97270

Atomic forces in eV per Å
0.7 0.2 -0.8
-0.8 -0.1 -0.8
2.0 -1.1 -0.5
-4.4 0.4 2.6
-0.1 -1.1 0.9
1.0 0.7 0.1
0.6 0.3 -1.0
-0.2 0.0 -1.4
0.6 -0.8 0.0
0.7 1.5 1.0

Values from the calculation:
* calculated total energy: -27557.665 eV
* energy relative to the best compared isomer or geometry (same formula, charge and spin): 217.87 kJ/mol
* max |F|: 5.11 eV/Å
* gap between HOMO and LUMO: 9.675 eV
* charge: 0

Here are the Mulliken charges for atoms 1 to 5, given in e: -0.13, -0.02, -0.64, 0.05, -0.83

=====

The following is a DFT calculation (the ωB97M-V functional and the def2-TZVPD basis) of a single C4H11NO2 molecule.

Element x y z (Å)
1 O 0.85234 -2.84018 1.14143
2 O -0.51165 3.27347 -0.17154
3 N -0.16548 1.03425 -0.43274
4 C 1.28748 -1.85102 0.11491
5 C -1.18162 2.06190 -0.19786
6 C 0.16386 -1.37131 -0.69599
7 C -0.58564 -0.30624 0.08478
8 H 1.47247 -3.04680 1.83358
9 H -0.30995 3.49348 -1.12484
10 H 0.78827 -0.93317 -1.62760
11 H 2.05988 -2.50666 -0.34423
12 H -0.50989 -2.28154 -0.83663
13 H -2.05104 1.94662 -0.98760
14 H 1.76840 -1.12203 0.83281
15 H -1.43700 2.13764 0.92684
16 H -0.56092 -0.48552 1.14602
17 H -1.63229 -0.42429 -0.37605
18 H 0.74048 1.31615 -0.00728

Atomic forces in eV per Å
-2.2 0.0 -0.7
0.4 1.8 -3.2
0.0 -0.8 0.9
2.9 -2.6 3.9
0.1 -0.5 2.0
1.4 -0.5 -0.8
-1.8 0.8 -4.0
0.7 0.4 0.0
0.0 0.0 1.5
-2.4 -0.9 1.5
-0.3 1.3 -0.8
1.0 1.2 -0.6
1.5 0.3 1.8
-0.2 0.2 -1.7
-1.0 -1.2 -1.6
-0.1 0.2 0.5
1.0 0.4 1.4
-1.1 0.0 -0.2

Values from the calculation:
* calculated total energy: -9908.994 eV
* energy relative to the best compared isomer or geometry (same formula, charge and spin): 313.40 kJ/mol
* max |F|: 5.54 eV/Å
* structure (SMILES): OCCCNCO
* gap between HOMO and LUMO: 10.027 eV
* charge: 0

Here are the Mulliken charges for atoms 1 to 5, given in e: -0.56, -0.53, -0.30, -0.44, -0.32

=====

The following is a DFT calculation (the ωB97M-V functional and the def2-TZVPD basis) of a single C15H17N5O3 molecule.

Element x y z (Å)
1 O -5.68369 -1.78678 -0.11904
2 O -3.78208 -2.40498 -0.90042
3 O 1.82227 2.88876 -0.36880
4 N 0.04373 0.60586 -0.79710
5 N 1.34924 0.77091 -1.07270
6 N 2.25505 -1.89512 1.47310
7 N -4.51603 -1.59128 -0.38254
8 N 2.90694 -2.51439 0.48784
9 C 4.57944 -2.14984 -1.31867
10 C -4.79060 0.67194 0.50225
11 C 2.16017 0.36280 2.42591
12 C 3.62026 -0.44897 0.42506
13 C 2.66696 -0.64181 1.45512
14 C 2.18768 1.82930 -0.82652
15 C -2.92046 2.17424 0.55054
16 C 4.29837 0.82723 0.05396
17 C -2.09075 1.20212 -0.01346
18 C -3.96424 -0.29718 -0.05943
19 C -4.25567 1.91018 0.80536
20 C -2.62738 -0.04804 -0.31790
21 C 3.63114 1.51217 -1.15681
22 C 3.74678 -1.68742 -0.17822
23 C -0.69316 1.50346 -0.27267
24 H -2.50962 3.14423 0.78918
25 H 5.03438 -3.11306 -1.09300
26 H -0.34922 2.49718 0.00173
27 H 4.14614 2.45015 -1.36586
28 H 5.36820 -1.43007 -1.52153
29 H -2.00087 -0.81212 -0.74958
30 H 2.75118 -3.49576 0.32346
31 H 4.26779 1.51127 0.90313
32 H 2.95685 0.67134 3.10252
33 H 1.35475 -0.07656 3.00668
34 H 3.69188 0.86504 -2.03300
35 H 5.34590 0.63636 -0.19220
36 H 1.79128 1.24844 1.91157
37 H 1.76080 -0.08387 -1.42724
38 H -4.88222 2.67290 1.24148
39 H -5.82766 0.44022 0.68904
40 H 3.97735 -2.26575 -2.22135

Atomic forces in eV per Å
-0.3 -0.1 0.1
0.1 -0.2 -0.1
-0.2 0.2 0.2
-0.6 -0.2 0.1
0.3 -0.1 -0.3
-0.6 -0.1 0.6
-0.2 -0.5 -0.1
0.2 0.2 -0.3
-0.1 0.0 0.0
0.0 -0.2 -0.1
0.0 -0.1 0.0
0.2 -0.4 0.0
0.2 -0.3 -0.3
0.1 -0.2 -0.4
0.2 -0.2 -0.1
0.0 -0.1 -0.2
-0.8 -0.2 0.1
0.5 1.2 0.3
0.0 -0.1 0.0
-0.2 -0.1 0.0
0.1 0.2 0.3
0.0 0.3 0.2
0.8 0.4 0.0
0.1 0.1 0.0
0.1 0.0 -0.1
0.2 -0.1 -0.1
-0.1 0.0 -0.1
0.1 0.0 0.0
0.0 0.0 0.0
0.0 0.1 0.1
0.1 0.0 0.0
0.0 0.1 0.1
-0.1 0.0 0.1
0.0 0.0 0.0
0.0 0.1 0.1
-0.1 0.1 0.0
-0.1 0.3 0.2
-0.1 0.0 0.0
0.0 0.0 0.0
0.1 0.0 -0.1

Values from the calculation:
* calculated total energy: -29420.863 eV
* energy relative to the best compared isomer or geometry (same formula, charge and spin): 505.45 kJ/mol
* max |F|: 1.35 eV/Å
* structure (SMILES): Cc1n[nH]c(C)c1CCC(=O)N/N=C/c1cccc([N+](=O)[O-])c1
* gap between HOMO and LUMO: 8.406 eV
* charge: 0

Here are the Mulliken charges for atoms 1 to 5, given in e: -0.63, -0.61, -0.61, -0.81, 0.23

=====

The following is a DFT calculation (the ωB97M-V functional and the def2-TZVPD basis) of a molecular structure, C4H5N3.

Element x y z (Å)
1 N -1.35883 -3.22080 0.97656
2 N -0.07477 -0.78716 -1.85445
3 N 0.80388 0.24067 0.21717
4 C 0.05798 -0.45885 -0.66069
5 C -1.21769 -1.03987 -0.41272
6 C 0.83400 1.67344 0.20989
7 C -1.30188 -2.26191 0.32465
8 H 0.77355 2.03635 1.23881
9 H 1.74309 2.02163 -0.27567
10 H 1.31436 -0.31593 0.87498
11 H -2.02215 -0.31872 -0.23942
12 H -0.04063 2.06284 -0.32549

Atomic forces in eV per Å
0.1 1.0 -0.6
-1.7 -0.2 1.6
1.1 -0.1 0.0
0.0 0.0 0.3
-0.2 -0.3 -0.8
0.3 0.4 0.0
0.0 -1.1 0.0
0.1 0.1 -0.2
0.0 0.5 0.0
0.0 0.2 0.4
0.0 -0.4 -0.7
0.2 -0.1 0.1

Values from the calculation:
* calculated total energy: -8695.533 eV
* energy relative to the best compared isomer or geometry (same formula, charge and spin): 412.92 kJ/mol
* max |F|: 2.33 eV/Å
* gap between HOMO and LUMO (spin up / spin down): 9.246 / 9.246 eV
* charge: 0

Here are the Mulliken charges for atoms 1 to 5, given in e: -0.38, -0.41, -0.18, 0.29, -0.20

=====

The following is a DFT calculation (the ωB97M-V functional and the def2-TZVPD basis) of a molecular structure, C32H28AsN4O4S3Ta.

Element x y z (Å)
1 Ta -0.86292 1.84550 0.35512
2 As -0.80815 -0.40851 -1.21211
3 S 0.10893 4.12728 0.96050
4 S -2.27792 2.37226 -1.45742
5 S -2.25887 0.74001 1.79671
6 O 1.01316 2.09002 -0.59895
7 O 0.77789 0.86285 1.13743
8 O 4.59140 -1.53160 3.00660
9 O 6.59268 -1.21925 2.24421
10 N 5.40023 -1.01226 2.25870
11 N -2.69802 3.49872 1.12934
12 N -2.42836 4.86070 1.19961
13 N -0.86591 6.53072 1.30812
14 C 4.86848 -0.03635 1.27189
15 C -2.87003 -2.34711 -0.75240
16 C -3.07180 1.67003 -3.96680
17 C -1.78173 0.00842 -2.78996
18 C 3.47181 -1.54704 -2.83033
19 C -1.15814 5.25362 1.17724
20 C -2.57894 -0.45379 -5.00272
21 C 2.92758 -0.29721 -3.09353
22 C 5.74363 0.58308 0.39677
23 C -1.78285 -0.55458 2.92649
24 C 2.75108 -2.47304 -2.09357
25 C 1.49674 -2.14320 -1.59905
26 C -2.56484 -2.41420 4.22259
27 C -1.30519 -2.53555 4.79155
28 C -2.72012 -4.17925 0.79981
29 C -0.52395 -0.65232 3.50771
30 C -0.89602 -2.62441 0.61561
31 C 3.88791 1.75057 -0.57418
32 C -2.36707 1.26433 -2.84203
33 C 3.51464 0.20581 1.26563
34 C 0.97040 -0.87023 -1.81339
35 C -3.17309 0.80010 -5.04241
36 C -0.29188 -1.65605 4.43641
37 C -2.80989 -1.42221 3.28571
38 C 1.60835 1.36449 0.26754
39 C -1.59808 -1.93723 -0.37288
40 C -3.43098 -3.46928 -0.15646
41 C -1.45663 -3.75470 1.18927
42 C -1.87764 -0.85407 -3.87461
43 C 5.24423 1.48844 -0.53195
44 C 1.68101 0.04018 -2.59519
45 C 3.03058 1.10997 0.32391
46 H -3.46602 3.34271 0.47847
47 H -3.18646 5.50598 1.35835
48 H 0.68249 -1.73678 4.90383
49 H 5.91882 1.98400 -1.21734
50 H -1.56112 7.24010 1.48268
51 H 6.79660 0.34674 0.45498
52 H -3.79308 -1.32195 2.84125
53 H 0.09484 6.82514 1.23574
54 H 0.25057 0.05089 3.26184
55 H -3.53561 2.64736 -4.01290
56 H -3.15320 -5.06799 1.24317
57 H -3.71927 1.10795 -5.92466
58 H 0.08249 -2.29921 0.94053
59 H -2.94520 3.14954 2.05105
60 H 2.86810 -0.30081 1.96613
61 H 1.25586 1.00561 -2.84497
62 H 4.44465 -1.80845 -3.22692
63 H -4.41820 -3.79792 -0.45544
64 H -1.11697 -3.30805 5.52624
65 H -3.36256 -3.08738 4.50993
66 H 0.94146 -2.88905 -1.05860
67 H -0.90903 -4.30008 1.94644
68 H -2.66262 -1.11944 -5.85122
69 H 3.15412 -3.46205 -1.91860
70 H 3.47076 0.41068 -3.70730
71 H -1.40845 -1.82824 -3.84981
72 H -3.42423 -1.81532 -1.51687
73 H 3.47956 2.45237 -1.29052

Atomic forces in eV per Å
-0.9 1.1 -0.6
0.5 0.3 0.5
0.3 0.2 0.0
-0.2 0.0 -0.3
-0.2 -0.6 0.8
0.6 -0.2 -0.1
0.6 -0.2 -0.1
0.2 0.1 -0.2
-0.3 0.0 0.0
0.0 -0.1 0.1
0.0 -0.3 -0.1
0.2 0.2 -0.1
0.0 0.2 0.0
0.0 -0.1 0.1
-0.1 -0.1 0.0
0.0 0.0 -0.1
0.0 -0.1 -0.1
0.0 0.0 0.0
0.2 -0.2 0.1
0.0 0.0 0.0
0.0 0.0 -0.1
0.0 0.0 0.0
-0.2 -0.1 0.1
0.0 0.0 0.0
0.1 0.1 0.1
0.0 0.0 0.0
0.0 -0.1 0.0
0.0 0.0 0.0
-0.1 0.0 0.0
-0.1 -0.1 0.0
0.0 0.1 0.0
0.0 0.1 0.0
0.0 0.0 -0.1
-0.1 -0.4 -0.3
0.0 0.0 -0.1
0.1 0.0 0.0
-0.1 0.0 0.0
-0.5 -0.2 0.3
0.1 -0.1 -0.1
0.0 0.0 0.0
0.0 0.0 0.0
-0.1 0.1 -0.1
0.0 0.0 0.0
-0.2 0.1 -0.1
0.0 0.1 -0.1
-0.1 0.0 0.1
-0.1 0.0 0.0
0.0 0.0 0.0
0.0 0.0 0.0
0.0 0.0 0.0
0.0 0.0 0.0
0.1 0.0 0.0
0.0 0.0 0.0
0.1 0.1 0.0
0.0 0.0 0.0
0.0 0.0 0.0
0.0 0.0 0.0
0.1 0.1 0.0
-0.1 -0.1 0.0
0.0 0.0 0.0
0.0 0.0 0.1
0.0 0.0 0.0
0.0 0.0 0.0
0.0 0.0 0.0
0.0 0.0 0.0
-0.1 -0.1 0.1
0.0 0.0 0.0
0.0 0.0 0.0
0.0 0.0 0.0
0.0 0.0 0.0
0.0 -0.1 0.1
0.0 0.0 0.0
0.0 0.0 0.0

Values from the calculation:
* calculated total energy: -142671.712 eV
* energy relative to the best compared isomer or geometry (same formula, charge and spin): 31.66 kJ/mol
* max |F|: 1.55 eV/Å
* gap between HOMO and LUMO: 7.046 eV
* charge: +2

Here are the Mulliken charges for atoms 1 to 5, given in e: 1.86, 1.32, -0.44, -0.44, -0.53

=====

Question: The highest charge belongs to which entry?
Answer: C32H28AsN4O4S3Ta

=====

Question: Look up the calculated total energy of the seventh one.
Answer: -8695.533 eV